1.
{
  "formula": "C28H51BF2N5O23S7",
  "method": "the ωB97M-V functional and the def2-TZVPD basis",
  "symbols": ["C", "B", "O", "N", "C", "C", "C", "S", "C", "S", "N", "C", "C", "O", "C", "C", "C", "N", "C", "C", "C", "F", "C", "C", "C", "O", "F", "N", "C", "C", "N", "H", "H", "H", "H", "H", "H", "H", "H", "H", "H", "H", "H", "H", "H", "H", "H", "H", "H", "H", "H", "H", "H", "H", "H", "H", "H", "H", "H", "H", "H", "H", "C", "C", "O", "S", "O", "O", "O", "H", "H", "H", "H", "C", "C", "O", "S", "O", "O", "O", "H", "H", "H", "H", "C", "C", "O", "S", "O", "O", "O", "H", "H", "H", "H", "C", "C", "O", "S", "O", "O", "O", "H", "H", "H", "H", "C", "C", "O", "S", "O", "O", "O", "H", "H", "H", "H"],
  "coordinates": [[1.432173, 0.170949, 5.647018], [0.612255, 0.358578, 4.259680], [-0.686368, -0.220328, 4.236750], [1.132430, 1.109019, 3.048404], [0.391780, 2.168962, 2.290928], [-0.877504, 2.747223, 3.038373], [-1.615912, 3.724642, 1.978375], [-3.197435, 2.908625, 1.463327], [-2.856290, 1.823696, 0.031256], [-1.624411, 2.259543, -1.025285], [-3.579683, 0.618922, -0.276827], [-2.894482, -0.605807, 0.204388], [-3.560724, -1.282595, 1.485635], [-4.117492, -0.232181, 2.294866], [-5.318774, 0.166865, 1.597690], [-5.009410, 0.685564, 0.120203], [2.324483, 0.821154, 2.615613], [3.258223, -0.184543, 3.134056], [4.639607, 0.355476, 3.073447], [5.859321, -0.626567, 2.867062], [6.199513, -1.354496, 4.259072], [7.130130, -0.539622, 4.964847], [4.391367, 1.543691, 1.992369], [5.588276, 1.986354, 1.045944], [5.181596, 2.867558, -0.189123], [5.945846, 2.910928, -1.100317], [3.987334, 3.570713, -0.319218], [3.007003, 1.478683, 1.480967], [2.721482, 0.690246, 0.244106], [3.681848, -0.525249, -0.033073], [3.230844, -1.470565, -0.789197], [0.740456, 0.056696, 6.527415], [2.115976, 1.069381, 5.736361], [2.103875, -0.740287, 5.519671], [-0.794826, -0.715468, 3.392129], [0.009889, 1.719051, 1.314155], [1.034565, 3.047852, 1.991468], [-1.644455, 1.961043, 3.303634], [-0.609797, 3.416679, 3.916748], [-1.810071, 4.752026, 2.424642], [-0.935036, 3.903119, 1.093145], [-2.769577, -1.406676, -0.588373], [-1.842870, -0.286495, 0.508251], [-4.328314, -2.069950, 1.189845], [-2.719678, -1.740756, 2.098558], [-5.981739, -0.758514, 1.500690], [-5.925175, 0.914210, 2.189175], [-5.305997, 1.786415, 0.082970], [-5.695697, 0.165004, -0.632546], [3.144661, -1.057667, 2.605534], [4.805903, 0.810626, 4.105579], [6.776178, -0.139690, 2.420717], [5.563996, -1.474381, 2.166484], [6.568831, -2.410762, 4.109709], [5.229823, -1.364693, 4.838779], [4.329737, 2.435905, 2.705457], [6.141133, 1.069911, 0.685719], [6.319815, 2.559154, 1.701826], [2.657558, 1.407352, -0.631915], [1.673420, 0.252335, 0.352048], [4.744335, -0.629632, 0.324076], [3.998371, -2.159261, -0.890969], [-6.521544, 0.392811, -5.331623], [-5.420017, -0.343497, -4.592060], [-5.217857, 0.400393, -3.386750], [-6.633902, 1.044468, -2.926523], [-7.213475, 0.188972, -1.938478], [-6.455683, 2.439521, -2.724133], [-7.431550, 0.820327, -4.312250], [-6.136772, 1.278120, -5.839708], [-7.030261, -0.244693, -6.053685], [-4.496205, -0.399833, -5.166046], [-5.739278, -1.350923, -4.318817], [6.956282, -1.035225, 8.123382], [8.073471, -1.770528, 8.842183], [8.293777, -1.024519, 10.039318], [6.892472, -0.377718, 10.527494], [6.332108, -1.221350, 11.525108], [7.083962, 1.017324, 10.717576], [6.065798, -0.604271, 9.152740], [7.334715, -0.149464, 7.607253], [6.433807, -1.673150, 7.411266], [8.984985, -1.824744, 8.248803], [7.764097, -2.780605, 9.125262], [4.975400, -1.824729, -4.990431], [3.679281, -2.168442, -4.277861], [3.256097, -3.402403, -4.854872], [4.560590, -4.266899, -5.271827], [4.828414, -5.201466, -4.232326], [4.430726, -4.646840, -6.633350], [5.647760, -3.071790, -5.166870], [4.782403, -1.398145, -5.978125], [5.593675, -1.136742, -4.414255], [2.917073, -1.401689, -4.408438], [3.846889, -2.335170, -3.210968], [-9.079755, -4.291456, -5.974776], [-8.109663, -5.127042, -5.159936], [-6.922831, -5.191850, -5.953884], [-6.774006, -3.820433, -6.796655], [-5.883095, -2.956211, -6.093992], [-6.601257, -4.150576, -8.166536], [-8.279676, -3.272606, -6.579621], [-9.538730, -4.882138, -6.771578], [-9.860458, -3.847396, -5.358335], [-8.490931, -6.126188, -4.955432], [-7.858857, -4.633952, -4.216545], [-2.622584, 4.314083, -5.881396], [-2.521696, 4.597810, -4.392554], [-3.836972, 4.373810, -3.883925], [-4.547631, 3.202703, -4.747787], [-4.403743, 1.960890, -4.037565], [-5.804120, 3.682139, -5.207575], [-3.507773, 3.198440, -5.991965], [-3.068563, 5.157480, -6.414943], [-1.655150, 4.077457, -6.323148], [-2.197657, 5.616565, -4.184675], [-1.844405, 3.893406, -3.900486]],
  "forces_ev_per_a": [[0.5, 0.7, -1.2], [-2.1, -1.7, 2.5], [2.7, 0.2, -1.4], [1.8, -0.1, -0.9], [-2.1, 0.8, -0.9], [-0.4, 1.0, -0.6], [1.2, -0.3, -0.1], [-0.4, -0.4, -0.4], [1.7, 0.1, -1.4], [-0.7, -0.6, 1.1], [-0.5, 1.1, 2.0], [1.3, -0.9, 0.3], [0.9, 0.6, -0.1], [-0.8, -0.6, -1.1], [-1.0, -0.6, -0.4], [-1.2, 0.9, 0.3], [2.9, -0.5, -1.6], [-1.3, -0.1, 0.4], [0.3, 1.1, -0.2], [-0.8, -1.6, 0.2], [-0.7, 1.0, -0.9], [-0.9, -1.1, -0.6], [1.3, 2.6, 1.9], [-1.3, -0.5, 0.8], [1.3, -0.3, -1.2], [-0.8, 0.2, 0.6], [1.2, -1.2, 1.2], [-0.8, -1.0, 1.4], [-0.5, -0.5, -0.4], [-0.7, -0.8, -1.1], [1.1, 0.9, 1.2], [0.8, 0.1, -1.0], [-0.6, -1.0, 0.4], [-0.9, 1.1, 0.3], [-0.6, 0.7, 0.6], [0.5, 0.4, 1.2], [-0.2, -1.3, 0.6], [1.2, 0.8, 0.0], [-0.1, -1.2, -0.8], [-0.2, -1.5, -0.5], [-1.0, -0.2, 0.7], [-0.3, 1.1, 0.6], [-1.2, -0.5, -0.5], [0.8, 1.0, 0.5], [-1.2, 0.3, -0.8], [0.7, 1.1, 0.2], [1.1, -0.7, -0.5], [0.3, -1.4, -0.2], [1.4, 0.6, 1.2], [-0.2, 0.3, 0.3], [-0.1, -0.2, -1.5], [-1.1, -0.3, 0.7], [0.3, 1.0, 0.6], [0.0, 1.4, 0.3], [1.2, -0.2, -0.3], [0.0, -0.9, -1.0], [-0.6, 1.3, -0.1], [-0.9, -0.5, -1.0], [0.4, -0.9, 0.9], [1.3, 0.5, -0.3], [-1.1, 0.8, 0.0], [-0.6, 0.2, -0.1], [0.5, 0.1, -0.5], [-0.3, -0.6, 0.1], [-3.7, -4.1, 2.5], [0.5, -0.9, -1.3], [-0.3, 0.5, -0.1], [-0.6, -0.4, 0.9], [0.2, -0.1, 0.8], [-0.1, -0.1, 0.0], [-0.2, 0.0, 0.2], [0.0, 0.2, 0.2], [0.1, 0.0, -0.2], [0.4, 0.3, -0.3], [-0.2, -0.6, -0.1], [-0.5, 0.6, -0.1], [0.2, -0.2, -0.1], [0.0, 0.4, -0.2], [0.0, -0.4, 0.1], [0.3, -0.3, 0.5], [0.0, -0.1, 0.0], [-0.1, 0.0, 0.2], [0.0, 0.2, 0.2], [0.0, 0.0, -0.1], [-0.3, 0.4, -0.3], [0.2, 0.1, 0.4], [0.5, -0.1, -0.5], [0.0, 0.2, 0.0], [0.0, 0.2, -0.4], [0.0, -0.1, 0.5], [-0.4, -0.4, 0.4], [0.0, 0.0, 0.1], [0.1, -0.2, 0.0], [-0.1, -0.2, -0.1], [0.0, 0.1, 0.0], [-0.4, -0.5, -0.1], [-0.2, 0.3, 0.5], [-0.1, 0.4, -0.6], [-0.5, -0.4, 0.2], [-0.2, -0.1, -0.4], [0.3, 0.2, 0.4], [0.8, -0.1, 0.3], [0.0, 0.0, 0.1], [0.2, 0.2, -0.1], [0.2, 0.0, -0.2], [-0.1, 0.0, 0.0], [0.0, 0.6, -0.1], [0.5, -0.3, 0.0], [-0.4, 0.0, -0.6], [1.1, 0.4, 0.4], [2.8, 5.5, -3.2], [0.2, -0.3, 0.1], [-0.1, -0.1, 0.5], [0.1, 0.0, 0.0], [-0.2, -0.2, 0.0], [-0.3, 0.0, 0.1], [0.0, 0.0, 0.0]],
  "spin_multiplicity": 1,
  "e_lumo_ev": -4.29,
  "e_homo_ev": -10.7167,
  "charge": 1
}

***

2.
{
  "formula": "C28H51BGeN6O2Se2Zn",
  "method": "the ωB97M-V functional and the def2-TZVPD basis",
  "symbols": ["Zn", "C", "C", "C", "C", "C", "N", "N", "B", "N", "N", "C", "C", "C", "C", "C", "N", "N", "C", "C", "C", "C", "C", "H", "H", "H", "H", "H", "H", "H", "H", "H", "H", "H", "H", "H", "H", "H", "H", "H", "H", "H", "H", "H", "H", "O", "C", "C", "C", "O", "C", "Se", "C", "Se", "H", "H", "H", "H", "H", "H", "H", "H", "H", "H", "C", "C", "C", "C", "Ge", "C", "C", "C", "C", "H", "H", "H", "H", "H", "H", "H", "H", "H", "H", "H", "H", "H", "H", "H", "H", "H", "H", "H"],
  "coordinates": [[-1.714767, -0.195766, 0.013942], [0.224205, -1.892966, 2.569696], [-0.298373, -0.518946, 2.817769], [-0.297860, 0.213500, 4.006841], [-0.899164, 1.420448, 3.696663], [-1.170231, 2.593533, 4.576706], [-1.222202, 1.395715, 2.392926], [-0.853771, 0.207482, 1.853074], [-1.819377, 2.505808, 1.500184], [-3.220358, 2.109906, 0.988648], [-3.372585, 1.043792, 0.159213], [-4.636738, 1.011545, -0.233897], [-5.144269, -0.067321, -1.127702], [-5.330602, 2.079132, 0.349356], [-4.398744, 2.750049, 1.116307], [-4.571603, 3.970410, 1.955568], [-0.898966, 2.741328, 0.286980], [-0.804473, 1.836544, -0.731367], [-0.095337, 2.423753, -1.689751], [0.178782, 1.794474, -3.014732], [0.310496, 3.700753, -1.282580], [-0.227213, 3.866684, -0.023781], [-0.139446, 5.044743, 0.886085], [1.034388, -2.119080, 3.261702], [-0.567455, -2.634154, 2.687922], [0.600584, -1.990060, 1.548902], [0.090564, -0.092715, 4.962612], [-0.858861, 2.366687, 5.594554], [-0.629480, 3.478929, 4.240981], [-2.231688, 2.840447, 4.590390], [-1.903430, 3.507795, 2.140587], [-4.342173, -0.464385, -1.748781], [-5.534849, -0.894016, -0.532701], [-5.935057, 0.305674, -1.777755], [-6.370137, 2.328562, 0.228102], [-5.620034, 4.262908, 1.960185], [-4.261588, 3.794452, 2.985468], [-3.985477, 4.806387, 1.572261], [-0.203741, 0.779719, -3.074812], [-0.299083, 2.367554, -3.810853], [1.250414, 1.777636, -3.226480], [0.894089, 4.413575, -1.839417], [0.493313, 5.806238, 0.433268], [-1.120890, 5.480679, 1.071805], [0.289681, 4.772689, 1.850769], [-3.053301, -4.434072, -3.824879], [-1.894953, -3.858620, -3.257673], [-1.817964, -3.967204, -1.724940], [-1.675463, -5.446495, -1.295875], [-2.756105, -6.299354, -1.669006], [-3.082220, -3.345496, -1.081234], [-2.881774, -2.342364, 0.596409], [-0.514518, -3.337161, -1.235713], [-0.269688, -1.474196, -1.813096], [-3.145462, -5.316889, -3.444866], [-1.914746, -2.805772, -3.549342], [-0.984905, -4.297792, -3.695646], [-1.525004, -5.490761, -0.211036], [-0.796878, -5.881848, -1.776787], [-3.526900, -6.058541, -1.144045], [-3.784824, -4.134473, -0.809502], [-3.607062, -2.741208, -1.820769], [0.347310, -3.890375, -1.611023], [-0.508574, -3.320481, -0.147132], [4.825846, 1.975324, 2.362259], [3.522154, 1.798037, 1.598155], [3.455054, 0.469756, 0.849930], [2.147003, 0.327368, 0.075934], [1.995393, -1.255517, -1.050047], [3.070759, -1.244686, -2.689908], [4.563572, -0.980754, -2.514362], [5.244839, -1.943394, -1.552280], [6.743270, -1.701696, -1.451540], [4.860913, 2.931182, 2.884802], [5.682873, 1.933300, 1.687255], [4.955119, 1.187008, 3.106069], [3.389185, 2.615220, 0.882366], [2.672209, 1.858812, 2.285487], [3.543601, -0.348880, 1.573837], [4.325409, 0.384758, 0.191747], [1.977115, 1.203646, -0.553352], [1.308601, 0.305972, 0.776605], [2.176921, -2.558926, -0.247081], [2.618695, -0.502172, -3.351432], [2.905383, -2.216696, -3.164222], [4.719186, 0.047559, -2.171548], [5.059445, -1.044577, -3.488287], [5.049962, -2.971571, -1.872617], [4.798980, -1.852015, -0.555523], [7.228570, -1.829665, -2.420488], [7.214086, -2.389020, -0.748962], [6.952382, -0.685372, -1.111505]],
  "forces_ev_per_a": [[-0.2, -0.4, 0.0], [0.0, 0.0, -0.1], [0.1, -0.1, -0.1], [0.0, 0.0, 0.0], [0.0, 0.1, 0.0], [0.0, 0.0, 0.0], [0.1, 0.0, 0.1], [-0.1, 0.1, -0.1], [-0.1, 0.0, 0.0], [-0.1, 0.0, -0.1], [0.2, 0.2, 0.1], [0.0, -0.1, 0.0], [0.0, 0.0, 0.0], [0.0, 0.0, 0.0], [0.1, 0.0, 0.0], [0.0, 0.0, 0.0], [0.1, 0.0, -0.1], [0.0, 0.0, 0.1], [0.0, -0.1, 0.0], [0.0, 0.0, 0.0], [-0.1, 0.0, 0.1], [0.0, 0.0, 0.0], [0.0, 0.0, 0.0], [0.0, 0.0, 0.0], [0.0, 0.0, 0.0], [0.0, 0.0, 0.1], [0.0, 0.0, 0.0], [0.0, 0.0, 0.0], [0.0, 0.0, 0.0], [0.0, 0.0, 0.0], [0.0, 0.0, 0.0], [0.0, 0.0, 0.0], [0.0, 0.0, 0.0], [0.0, 0.0, 0.0], [0.0, 0.0, 0.0], [0.0, 0.0, 0.0], [0.0, 0.0, 0.0], [0.0, 0.0, 0.0], [0.0, 0.0, 0.0], [0.0, 0.0, 0.0], [0.0, 0.0, 0.0], [0.0, 0.0, 0.0], [0.0, 0.0, 0.0], [0.0, 0.0, 0.0], [0.0, 0.0, 0.0], [0.0, -0.1, 0.1], [0.0, 0.0, 0.0], [0.0, -0.1, 0.0], [0.0, 0.0, 0.1], [0.0, 0.2, -0.1], [0.0, 0.0, 0.0], [0.0, 0.0, 0.1], [0.0, 0.1, 0.0], [0.1, 0.0, 0.0], [0.0, -0.1, 0.0], [0.0, 0.0, 0.0], [0.0, 0.0, 0.0], [0.0, 0.0, 0.0], [0.0, 0.0, 0.0], [0.0, 0.0, 0.0], [0.0, 0.0, -0.1], [0.1, 0.1, 0.0], [0.0, 0.0, 0.0], [0.0, 0.0, 0.0], [0.0, 0.0, 0.0], [0.0, 0.0, 0.0], [0.0, -0.1, 0.1], [-0.1, 0.1, 0.0], [0.0, 0.0, 0.0], [-0.1, 0.0, 0.0], [0.0, 0.1, 0.0], [0.0, 0.0, 0.0], [0.0, 0.0, 0.0], [0.0, 0.0, 0.0], [0.0, 0.0, 0.0], [0.0, 0.0, 0.0], [0.0, 0.0, 0.0], [0.0, 0.0, 0.0], [0.0, 0.0, 0.0], [0.0, 0.0, -0.1], [0.0, 0.0, -0.1], [0.0, 0.0, -0.1], [0.0, 0.0, 0.0], [0.0, 0.0, 0.0], [0.0, 0.0, 0.0], [0.0, 0.0, 0.0], [0.0, 0.0, 0.0], [0.0, 0.0, 0.0], [0.0, 0.0, 0.0], [0.0, 0.0, 0.0], [0.0, 0.0, 0.0], [0.0, 0.0, 0.0]],
  "spin_multiplicity": 1,
  "e_lumo_ev": 0.52,
  "e_homo_ev": -7.1672
}

***

| no. | orbital gap (eV) |
| --- | --- |
| 1 | 6.423 |
| 2 | 7.685 |